# 1
Entry from the Open Molecules 2025 dataset: a 2-piece molecular cluster, C9H10FN2P overall at a distorted geometry (ωB97M-V with the def2-TZVPD basis set).

Calculated total energy   -899.5402 a.u.
HOMO-LUMO gap (spin up / spin down)   7.51 / 6.36 eV
F_max   4.6 eV/Å

Cartesian coordinates (Å):
C (1.8022, 0.6329, 1.2101)
C (1.8606, 1.8956, 0.6561)
C (0.7118, -1.7061, 1.1851)
C (0.1376, 1.2180, -0.8700)
C (-0.1919, -2.1652, 0.3037)
C (1.0100, -0.4024, 0.7905)
C (0.2457, -0.0536, -0.3875)
C (0.9756, 2.2402, -0.4251)
C (-1.0663, -1.5050, -1.8057)
N (-0.5091, -1.2238, -0.6420)
N (0.6453, 3.5088, -0.9250)
F (-3.4387, -0.0975, 0.1417)
P (-2.5844, -1.1250, 1.2317)
H (2.2139, 0.5035, 2.0990)
H (2.4406, 2.6645, 1.0980)
H (0.9394, -2.2748, 2.0687)
H (-0.3561, 1.3832, -1.7833)
H (-0.7969, -3.0688, 0.4120)
H (-1.8494, -2.1627, -1.7095)
H (-1.0793, -0.6987, -2.5009)
H (1.4061, 4.2280, -1.1684)
H (-0.0999, 3.3911, -1.6797)
H (-1.5773, -0.1315, 1.2760)

# 2
Entry from the Open Molecules 2025 dataset: a single C21H31NO4 molecule (ωB97M-V with the def2-TZVPD basis set).

Calculated total energy   -1174.4851 a.u.
HOMO-LUMO gap   8.91 eV
F_max   0.6 eV/Å
SMILES   CCOC(=O)C1(CCOC)CCN(C/C=C/c2ccccc2OC)CC1

Cartesian coordinates (Å):
C (-5.9017, -2.0054, 0.2403)
C (-4.4844, -2.3706, -0.1709)
O (-3.7028, -1.2098, -0.4504)
C (-3.0978, -0.6279, 0.5844)
O (-3.1732, -1.0330, 1.7162)
C (-2.2417, 0.5766, 0.1953)
C (-2.8514, 1.8075, 0.8990)
C (-4.2155, 2.2459, 0.3805)
O (-5.1771, 1.2525, 0.6465)
C (-6.4626, 1.6224, 0.2270)
C (-2.1273, 0.7791, -1.3192)
C (-1.2679, -0.3088, -1.9841)
N (0.0407, -0.4866, -1.3940)
C (0.9927, 0.5637, -1.7210)
C (2.3564, 0.1945, -1.2312)
C (3.1591, 1.0340, -0.5832)
C (4.5037, 0.7721, -0.0859)
C (5.3503, 1.8594, 0.1185)
C (6.6425, 1.7062, 0.5832)
C (7.1110, 0.4384, 0.8702)
C (6.2874, -0.6616, 0.6998)
C (4.9891, -0.5154, 0.2260)
O (4.1299, -1.5611, 0.0641)
C (4.5287, -2.8448, 0.4758)
C (-0.0821, -0.7482, 0.0263)
C (-0.8387, 0.3451, 0.7889)
H (-6.4636, -2.9085, 0.4624)
H (-6.3965, -1.4626, -0.5610)
H (-5.8670, -1.3753, 1.1249)
H (-4.4768, -2.9509, -1.0972)
H (-3.9958, -2.9373, 0.6292)
H (-2.1657, 2.6513, 0.7939)
H (-2.9504, 1.5697, 1.9597)
H (-4.5039, 3.1820, 0.8885)
H (-4.1786, 2.4550, -0.7000)
H (-6.7846, 2.5543, 0.7101)
H (-7.1357, 0.8176, 0.5137)
H (-6.5017, 1.7637, -0.8614)
H (-3.1149, 0.7618, -1.7781)
H (-1.6781, 1.7586, -1.5031)
H (-1.1430, -0.0746, -3.0448)
H (-1.7888, -1.2671, -1.9093)
H (1.0178, 0.6345, -2.8158)
H (0.7109, 1.5553, -1.3292)
H (2.6553, -0.8182, -1.4454)
H (2.8221, 2.0531, -0.4219)
H (4.9791, 2.8493, -0.1061)
H (7.2763, 2.5688, 0.7230)
H (8.1173, 0.2959, 1.2351)
H (6.6727, -1.6399, 0.9408)
H (3.6643, -3.4856, 0.3062)
H (4.7904, -2.8662, 1.5388)
H (5.3728, -3.2162, -0.1149)
H (0.9216, -0.8620, 0.4420)
H (-0.6115, -1.7000, 0.1389)
H (-0.2701, 1.2761, 0.7448)
H (-0.9376, 0.0559, 1.8357)

# 3
Entry from the Open Molecules 2025 dataset: a single C3H2FN3O molecule (ωB97M-V with the def2-TZVPD basis set).

Calculated total energy   -454.8435 a.u.
HOMO-LUMO gap   10.01 eV
F_max   0.9 eV/Å
SMILES   O=Cc1[nH]nnc1F

Cartesian coordinates (Å):
O (2.5680, 0.0636, -0.0457)
C (1.6964, -0.7746, 0.0299)
C (0.2794, -0.4377, 0.0004)
N (-0.7345, -1.3486, 0.0109)
N (-1.9233, -0.7894, -0.0143)
N (-1.7625, 0.5080, -0.0143)
C (-0.4411, 0.7535, -0.0141)
F (-0.0042, 1.9837, 0.0296)
H (1.9307, -1.8475, 0.1421)
H (-0.7030, -2.3515, -0.0155)

Question: calculated total energy of number 1 (C9H10FN2P)?
Answer: -899.5402 a.u.

Question: Which of these has the highest calculated total energy?
Answer: C3H2FN3O